Density functional theory data (ωB97M-V/def2-TZVPD) for a structure of composition C14H12BF3MnN4S at a distorted geometry.

Values from the calculation:
E (hartree): -2633.151236
Expectation value of S²: 6.10
Frontier orbital gap (alpha / beta) (eV): 6.98 / 7.94
LUMO energy (alpha / beta) (eV): -5.65 / -4.71

Geometry as ORCA input:
```
! RIJCOSX wB97M-V def2-TZVPD def2/J DEFGRID3
* xyz 1 5
Mn -0.5457 0.7370 0.4485
F 3.5742 5.2668 -0.0543
C 2.3761 4.6840 0.0081
F 1.7112 5.2518 1.0195
F 1.7272 4.9970 -1.1230
C 2.4900 3.1884 0.1807
C 3.7177 2.5433 0.1527
C 3.7601 1.1615 0.3057
C 2.5698 0.4667 0.4425
N 1.3882 1.0747 0.4725
C 1.3314 2.4234 0.3673
S -0.2997 2.9884 0.5124
H 4.6227 3.1159 0.0115
H 4.6972 0.6304 0.3114
H 2.5586 -0.6125 0.5309
B -4.9451 0.9931 0.3193
C -3.4811 0.7397 0.4787
N -2.3062 0.6780 0.5366
H -5.3784 0.3785 -0.5989
H -5.5748 0.7100 1.2842
H -4.9997 2.1674 0.1091
N -0.6537 -2.6051 -2.3646
C -0.6414 -1.2638 -2.2639
N -0.5811 -0.8458 -1.0196
C -0.5667 -1.9916 -0.2417
C -0.5527 -2.1226 1.1492
C -0.5453 -3.4068 1.6520
C -0.5601 -4.5240 0.8045
C -0.5986 -4.4038 -0.5696
C -0.6022 -3.1156 -1.0887
H -0.6994 -3.1354 -3.2228
H -0.6920 -0.6068 -3.1110
H -0.5723 -1.2216 1.8094
H -0.5430 -3.5634 2.7189
H -0.5491 -5.5096 1.2434
H -0.6362 -5.2682 -1.2115
*
```